{
  "formula": "C6H14N4O",
  "method": "ωB97M-V/def2-TZVPD",
  "elements": ["C", "C", "C", "C", "C", "C", "N", "N", "N", "N", "O", "H", "H", "H", "H", "H", "H", "H", "H", "H", "H", "H", "H", "H", "H"],
  "xyz": [[0.76, 0.52, -0.95], [1.02, -1.50, 1.23], [-1.33, -0.22, -0.25], [0.63, -0.07, 0.89], [-1.17, 0.59, -2.57], [-1.26, 1.15, 1.76], [-0.46, 0.39, -1.32], [2.20, -2.03, 1.13], [1.82, 1.09, -1.36], [-0.70, -0.05, 1.04], [0.02, -2.19, 1.58], [-2.32, 0.25, -0.38], [-1.44, -1.28, -0.47], [1.27, 0.73, 1.40], [-1.24, -0.34, -3.15], [-2.05, 0.92, -2.22], [-0.60, 1.35, -3.12], [-0.85, 2.20, 1.35], [-2.35, 1.17, 1.68], [-0.85, 1.01, 2.74], [3.11, -1.68, 0.92], [2.30, -2.99, 1.39], [2.53, 1.09, -0.65], [1.90, 1.58, -2.25], [-0.91, -1.69, 1.56]],
  "homo_ha": -0.674,
  "de_lowest_ev": 1.3895,
  "homo_lumo_gap_ev": 10.233,
  "lumo_ev": -8.1,
  "energy_ev": -14438.3192,
  "charge": 2
}